1.
Molecular formula: C3H7NO
Method: DFT, ωB97M-V with the def2-TZVPD basis set

ORCA input file:
```
! RIJCOSX wB97M-V def2-TZVPD def2/J DEFGRID3
* xyz 0 1
C -0.21682 0.55665 0.47940
C -1.22380 -0.25128 0.04794
C 0.61899 1.33883 -1.61087
N 0.81551 1.18567 -0.35132
H -0.12036 0.72124 1.58058
H -1.30592 -0.24718 -1.04862
H -1.88398 -0.98567 0.68333
H 1.11919 2.18939 -2.26845
H -0.07915 0.78641 -2.19095
H 1.37779 -1.88611 2.02371
H 0.21085 -1.27124 1.26419
O 0.68769 -2.13671 1.39106
*
```

The value obtained for the molecular weight is 73.10 g/mol. The calculation puts the energy relative to the best compared isomer or geometry (same formula, charge and spin) at 330.5 kJ/mol. The calculation puts the total energy at -248.4006 a.u. Its SMILES is C=CN=C.O. Its frontier orbital gap is 9.6 eV.

2.
Molecular formula: C4H3O4
Method: DFT, ωB97M-V with the def2-TZVPD basis set

ORCA input file:
```
! RIJCOSX wB97M-V def2-TZVPD def2/J DEFGRID3
* xyz -1 1
C 1.03796 -0.24000 -0.42252
C -0.31159 -0.02905 0.04413
C 2.27874 -0.24454 0.17371
C -1.37270 -0.75652 -0.30550
O 3.33061 -0.77340 0.46609
O 2.04751 1.01110 -0.23330
O -0.61336 1.27630 0.38131
O -2.70872 -0.61138 0.17687
H -1.27473 -1.66225 -0.76717
H 0.28539 1.68635 0.16991
H -2.69910 0.34339 0.31649
*
```

The value obtained for the molecular weight is 115.06 g/mol. The calculation puts the energy relative to the best compared isomer or geometry (same formula, charge and spin) at 355.3 kJ/mol. The calculation puts the total energy at -455.1070 a.u. Its SMILES is [O-]C1=C(/C(O)=C/O)O1. Its frontier orbital gap is 6.5 eV.

3.
Molecular formula: C12H24Cl2GaN2S
Method: DFT, ωB97M-V with the def2-TZVPD basis set

ORCA input file:
```
! RIJCOSX wB97M-V def2-TZVPD def2/J DEFGRID3
* xyz -1 1
Ga 1.45342 0.29925 -2.12109
Cl 0.40959 -1.42782 -1.19562
Cl 1.25492 1.71933 -0.37496
C 3.19673 0.09047 -2.64004
H 3.46929 1.13733 -3.05518
H 3.09064 -0.77648 -3.41102
C -0.62571 1.43832 -3.14130
C 0.34788 0.80514 -3.67981
H -0.47801 2.27635 -2.44437
C 0.30239 -0.58952 -4.42187
H 1.37156 1.28754 -3.97905
C -0.99391 -0.53517 -5.20378
H 1.17080 -0.74404 -5.08092
H 0.32557 -1.42290 -3.68518
C -2.16423 -0.32386 -4.21992
H -0.94641 0.32883 -5.88832
H -1.13280 -1.43220 -5.82781
C -1.95735 0.71393 -3.06543
H -3.02178 0.06009 -4.78913
H -2.42103 -1.30197 -3.78273
H -2.64555 1.58163 -3.18236
H -2.11084 0.20218 -2.06895
C 1.28223 2.42101 3.89234
C 0.12089 1.44213 3.90314
N 0.10403 0.63924 2.66681
C -0.91480 -0.27529 2.53579
S -2.08468 -0.24699 1.32385
N -0.94840 -1.23466 3.50479
C 0.30277 -1.80571 4.04635
C 0.00520 -2.57357 5.32150
H 2.24125 1.89580 3.84031
H 1.25449 2.99601 4.82205
H 1.20807 3.11344 3.04758
H 0.20333 0.75918 4.75813
H -0.83016 1.99295 4.00827
H 0.27188 1.17627 1.80379
H -1.68365 -1.92416 3.33505
H 0.75934 -2.47632 3.29909
H 0.99788 -0.97984 4.22628
H -0.50452 -3.51501 5.09373
H 0.94279 -2.80622 5.83256
H -0.62307 -1.98472 5.99743
*
```

The value obtained for the molecular weight is 369.03 g/mol. The calculation puts the energy relative to the best compared isomer or geometry (same formula, charge and spin) at 151.2 kJ/mol. The calculation puts the total energy at -3824.5001 a.u. Its frontier orbital gap (alpha / beta) is 5.2 / 5.2 eV.